Entry from the Open Molecules 2025 dataset: a cluster of 9 separate species, C30H83N5O14 in total in a non-equilibrium geometry (the ωB97M-V functional and the def2-TZVPD basis).

Properties
Energy above the lowest of the compared OMol25 structures with the same formula, charge and spin ... 692.9 kJ/mol
E ... -2519.4999 Ha
E_HOMO ... -8.642 eV
LUMO energy ... -0.04 eV
SMILES string ... COCCNCCOC.COCCNCCOC.COCCNCCOC.COCCNCCOC.COCCNCCOC.O.O.O.O

The geometry in ORCA input format:
```
! wB97M-V def2-TZVPD RIJCOSX def2/J DEFGRID3
* xyz 0 1
C 2.46 8.98 -8.94
O 3.07 8.72 -7.69
C 3.52 7.36 -7.53
C 2.33 6.40 -7.23
N 2.81 4.97 -7.13
C 1.71 4.16 -6.63
C 1.51 4.11 -5.05
O 2.63 3.46 -4.42
C 2.37 2.11 -3.99
H 3.10 8.78 -9.79
H 1.94 9.94 -9.00
H 1.58 8.37 -9.13
H 4.20 7.41 -6.68
H 4.23 7.06 -8.31
H 1.52 6.36 -7.96
H 1.75 6.65 -6.34
H 3.57 5.05 -6.46
H 1.99 3.18 -7.03
H 0.76 4.50 -7.04
H 0.52 3.68 -4.89
H 1.39 5.14 -4.71
H 3.15 1.71 -3.35
H 2.39 1.55 -4.93
H 1.46 1.90 -3.44
C 7.39 0.39 -7.14
O 7.85 0.65 -5.85
C 8.82 -0.26 -5.44
C 8.81 -0.57 -3.90
N 7.99 -1.80 -3.67
C 8.18 -2.27 -2.39
C 7.10 -3.27 -2.09
O 5.80 -2.68 -2.12
C 4.78 -3.76 -1.99
H 6.94 -0.60 -7.11
H 8.10 0.50 -7.95
H 6.58 1.09 -7.36
H 9.71 0.30 -5.72
H 8.86 -1.22 -5.97
H 8.38 0.32 -3.44
H 9.82 -0.74 -3.54
H 7.00 -1.62 -3.52
H 8.19 -1.63 -1.51
H 9.18 -2.63 -2.14
H 7.11 -3.61 -1.05
H 7.22 -4.23 -2.59
H 3.80 -3.28 -1.93
H 4.93 -4.46 -1.17
H 4.75 -4.48 -2.82
C 2.80 1.79 7.24
O 2.33 0.58 6.79
C 0.95 0.67 6.39
C 0.35 -0.71 6.08
N 0.44 -1.17 4.69
C 1.73 -0.92 3.94
C 2.90 -1.76 4.43
O 2.56 -3.20 4.38
C 3.67 -3.94 4.85
H 3.69 1.61 7.84
H 2.17 2.21 8.03
H 3.27 2.45 6.51
H 0.79 1.33 5.53
H 0.42 1.04 7.26
H -0.65 -0.82 6.49
H 0.81 -1.40 6.79
H 0.47 -2.17 4.56
H 1.98 0.14 4.05
H 1.58 -1.17 2.89
H 3.09 -1.51 5.47
H 3.79 -1.60 3.82
H 4.36 -4.21 4.05
H 3.18 -4.83 5.25
H 4.23 -3.50 5.67
C -4.09 3.18 1.11
O -3.78 4.41 1.68
C -4.38 4.49 3.04
C -5.28 5.72 3.17
N -6.68 5.33 3.16
C -7.32 5.37 4.44
C -8.69 4.70 4.30
O -9.31 4.52 5.59
C -10.20 5.56 5.92
H -3.71 2.25 1.54
H -3.75 3.19 0.07
H -5.16 3.07 0.93
H -3.50 4.51 3.67
H -5.02 3.67 3.36
H -5.07 6.31 2.28
H -4.97 6.39 3.97
H -7.19 6.02 2.64
H -7.57 6.41 4.63
H -6.66 4.99 5.22
H -8.56 3.69 3.90
H -9.28 5.29 3.60
H -11.18 5.40 5.46
H -10.00 6.59 5.63
H -10.32 5.52 7.00
C -0.72 -8.78 3.02
O -1.81 -7.89 3.47
C -2.24 -7.13 2.39
C -3.19 -6.11 3.11
N -4.24 -5.61 2.23
C -4.97 -4.56 2.97
C -5.78 -5.09 4.15
O -6.95 -4.29 4.43
C -6.63 -3.12 5.20
H -0.93 -9.27 2.07
H -0.58 -9.58 3.74
H 0.18 -8.17 2.87
H -2.85 -7.72 1.71
H -1.45 -6.61 1.86
H -2.54 -5.33 3.52
H -3.62 -6.55 4.01
H -3.71 -5.18 1.48
H -5.69 -4.01 2.36
H -4.27 -3.80 3.32
H -5.24 -5.40 5.04
H -6.24 -6.05 3.91
H -5.89 -2.46 4.75
H -6.01 -3.38 6.06
H -7.45 -2.50 5.58
O -1.78 -3.17 -1.27
H -1.07 -2.52 -1.26
H -1.76 -3.54 -2.15
O -0.05 -2.77 -6.19
H -0.15 -2.97 -7.12
H 0.64 -3.35 -5.89
O -3.92 -7.20 -3.54
H -4.31 -6.57 -4.16
H -4.67 -7.68 -3.19
O -4.41 -2.97 -5.58
H -4.64 -2.58 -6.42
H -3.50 -3.25 -5.69
*
```

Here are the Löwdin charges for atoms 1 to 2, given in e:
1 C -0.1350
2 O -0.1905

=====

Entry from the Open Molecules 2025 dataset: a cluster of 10 separate species, C30H84F3N9O12S in total in a non-equilibrium geometry (the ωB97M-V functional and the def2-TZVPD basis).

Properties
E ... -3286.7852 Ha
E_HOMO ... -8.622 eV
LUMO energy ... -0.01 eV

The geometry in ORCA input format:
```
! wB97M-V def2-TZVPD RIJCOSX def2/J DEFGRID3
* xyz 0 1
O 1.03 3.71 2.69
H 0.95 2.79 2.19
H 0.52 4.47 2.16
H 0.71 3.58 3.59
C -0.90 -0.18 0.23
F -1.74 -0.01 1.26
F -0.87 -1.46 -0.13
F -1.38 0.54 -0.76
S 0.82 0.29 0.80
O 0.66 1.63 1.36
O 1.27 -0.70 1.75
O 1.58 0.29 -0.42
C 3.66 1.18 4.12
O 2.99 2.18 3.88
N 4.56 1.13 5.19
N 3.55 0.04 3.37
H 4.54 1.91 5.82
H 4.74 0.23 5.60
H 2.74 -0.05 2.76
H 4.08 -0.80 3.46
C 2.39 -0.06 -7.31
C 1.29 -0.86 -6.67
C 1.15 -0.65 -5.22
O 0.20 -1.53 -4.70
C -0.04 -1.25 -3.35
N 0.03 -0.47 -7.37
H 2.07 0.98 -7.32
H 2.44 -0.35 -8.36
H 3.34 -0.18 -6.80
H 1.32 -1.93 -6.90
H 0.77 0.38 -5.07
H 2.12 -0.78 -4.72
H -0.68 -1.96 -2.83
H -0.56 -0.28 -3.36
H 0.92 -1.25 -2.83
H -0.01 -0.89 -8.29
H -0.78 -0.84 -6.89
C -1.24 4.12 0.00
C 0.02 4.99 -0.16
C -0.26 5.97 -1.27
O 0.77 6.95 -1.23
C 0.44 8.09 -2.02
N 0.24 5.66 1.14
H -2.08 4.78 0.25
H -1.11 3.42 0.83
H -1.52 3.50 -0.85
H 0.79 4.27 -0.45
H -1.22 6.47 -1.08
H -0.24 5.53 -2.27
H 1.30 8.67 -2.31
H -0.32 8.65 -1.45
H -0.07 7.81 -2.96
H -0.58 6.25 1.28
H 0.98 6.35 0.94
C -6.48 -4.14 -3.81
C -4.96 -4.24 -3.87
C -4.26 -3.58 -2.70
O -4.58 -2.22 -2.56
C -3.94 -1.60 -1.49
N -4.59 -5.69 -3.93
H -6.80 -3.12 -3.63
H -6.79 -4.70 -2.92
H -6.95 -4.63 -4.66
H -4.63 -3.83 -4.83
H -3.17 -3.75 -2.72
H -4.60 -4.15 -1.81
H -2.85 -1.62 -1.65
H -4.09 -2.08 -0.50
H -4.28 -0.58 -1.34
H -5.26 -6.23 -3.40
H -3.66 -5.86 -3.55
C -1.15 -2.11 5.72
C -0.27 -2.86 4.71
C -0.86 -3.07 3.37
O -2.09 -3.72 3.52
C -2.53 -4.25 2.31
N 0.99 -2.08 4.65
H -0.81 -2.33 6.73
H -2.20 -2.44 5.75
H -1.22 -1.05 5.46
H 0.00 -3.79 5.22
H -0.15 -3.68 2.79
H -0.98 -2.12 2.83
H -1.94 -5.14 2.05
H -2.54 -3.48 1.52
H -3.59 -4.53 2.36
H 1.06 -1.50 3.81
H 0.93 -1.46 5.45
C 3.68 3.27 -0.25
C 5.00 3.44 0.47
C 6.10 4.10 -0.33
O 6.22 3.40 -1.56
C 7.34 3.79 -2.35
N 4.70 4.17 1.73
H 3.79 2.76 -1.21
H 3.19 4.22 -0.49
H 2.99 2.70 0.36
H 5.29 2.40 0.72
H 7.05 4.02 0.22
H 5.89 5.16 -0.56
H 7.27 3.11 -3.20
H 8.30 3.70 -1.82
H 7.23 4.83 -2.67
H 5.57 4.49 2.15
H 4.32 3.52 2.42
C 5.47 -0.49 -0.52
C 4.63 -1.39 -1.39
C 3.91 -2.46 -0.61
O 3.30 -3.35 -1.49
C 2.63 -4.43 -0.90
N 3.67 -0.57 -2.18
H 5.98 0.25 -1.14
H 6.24 -1.05 -0.01
H 4.79 0.00 0.19
H 5.29 -1.85 -2.15
H 3.19 -1.99 0.08
H 4.66 -3.01 0.00
H 1.58 -4.15 -0.67
H 3.19 -4.84 -0.06
H 2.42 -5.17 -1.68
H 3.05 -1.28 -2.59
H 3.01 -0.18 -1.48
C -5.68 0.22 3.63
C -5.83 -1.02 4.56
C -6.30 -2.21 3.82
O -7.57 -1.93 3.29
C -8.25 -3.07 2.85
N -4.57 -1.27 5.24
H -5.39 1.09 4.23
H -6.56 0.46 3.04
H -4.85 0.12 2.92
H -6.57 -0.65 5.28
H -6.36 -3.07 4.51
H -5.60 -2.52 3.02
H -9.28 -2.78 2.64
H -8.27 -3.92 3.55
H -7.82 -3.45 1.91
H -4.36 -0.46 5.80
H -3.84 -1.34 4.53
*
```

Here are the Löwdin charges for atoms 1 to 2, given in e:
1 O 0.1277
2 H 0.0593

=====

Entry from the Open Molecules 2025 dataset: a structure of composition C30H84InN6NaO13P in a non-equilibrium geometry (the ωB97M-V functional and the def2-TZVPD basis).

Properties
E ... -3193.5574 Ha
E_HOMO ... -11.005 eV
LUMO energy ... -7.53 eV

The geometry in ORCA input format:
```
! wB97M-V def2-TZVPD RIJCOSX def2/J DEFGRID3
* xyz 1 1
In -0.94 -22.12 -14.08
Na -3.85 -21.50 -18.34
P -3.39 -20.67 -15.51
O -2.62 -21.79 -16.32
O -4.54 -20.12 -16.34
O -2.29 -19.69 -15.05
O -3.69 -21.52 -14.23
C 1.26 -20.48 -18.52
C 0.47 -21.24 -17.44
C 0.93 -22.67 -17.26
O 0.05 -23.38 -16.42
C 0.34 -24.77 -16.39
N 0.58 -20.46 -16.20
H 1.23 -19.40 -18.39
H 0.93 -20.67 -19.54
H 2.30 -20.81 -18.62
H -0.60 -21.15 -17.66
H 1.95 -22.77 -16.86
H 1.01 -23.10 -18.27
H -0.49 -25.27 -15.87
H 1.13 -24.94 -15.64
H 0.60 -25.22 -17.34
H 0.10 -19.57 -16.29
H 1.56 -20.36 -15.94
C -5.08 -17.26 -20.37
C -5.33 -18.22 -19.19
C -6.43 -19.24 -19.47
O -7.64 -18.59 -19.68
C -8.72 -19.45 -19.97
N -4.10 -18.93 -18.85
H -5.91 -16.60 -20.54
H -4.80 -17.80 -21.28
H -4.28 -16.63 -19.97
H -5.65 -17.58 -18.36
H -6.52 -19.97 -18.64
H -6.03 -19.74 -20.36
H -8.91 -20.17 -19.17
H -8.52 -20.00 -20.90
H -9.60 -18.83 -20.10
H -4.11 -19.19 -17.87
H -3.28 -18.34 -18.90
C -8.51 -21.35 -16.34
C -7.77 -21.65 -15.04
C -8.48 -22.67 -14.16
O -9.80 -22.23 -13.86
C -10.63 -23.30 -13.47
N -6.47 -22.29 -15.38
H -8.25 -22.07 -17.12
H -8.10 -20.42 -16.74
H -9.59 -21.36 -16.23
H -7.47 -20.69 -14.62
H -7.89 -22.70 -13.24
H -8.53 -23.67 -14.60
H -10.97 -23.83 -14.38
H -11.59 -22.98 -13.06
H -10.12 -24.06 -12.87
H -5.96 -22.53 -14.53
H -5.82 -21.58 -15.70
C -4.92 -25.34 -13.92
C -3.49 -24.77 -13.91
C -2.48 -25.79 -13.42
O -1.14 -25.30 -13.46
C -0.25 -26.25 -12.94
N -3.08 -24.32 -15.24
H -5.01 -26.12 -14.68
H -5.57 -24.51 -14.24
H -5.28 -25.73 -12.97
H -3.48 -23.92 -13.22
H -2.53 -26.62 -14.13
H -2.67 -26.15 -12.41
H -0.23 -27.16 -13.56
H -0.32 -26.42 -11.86
H 0.79 -25.93 -13.00
H -3.56 -23.51 -15.61
H -3.28 -25.09 -15.87
C -3.12 -23.50 -21.12
C -2.07 -24.03 -20.16
C -0.73 -23.41 -20.56
O -0.59 -23.06 -21.91
C 0.54 -22.28 -22.20
N -2.49 -23.64 -18.80
H -3.03 -23.88 -22.14
H -3.12 -22.42 -20.98
H -4.15 -23.77 -20.84
H -1.97 -25.12 -20.21
H 0.08 -24.08 -20.22
H -0.50 -22.53 -19.94
H 0.89 -21.69 -21.34
H 0.25 -21.58 -22.98
H 1.42 -22.88 -22.47
H -2.92 -24.47 -18.41
H -1.72 -23.45 -18.15
C -2.29 -17.41 -12.47
C -1.51 -18.56 -11.77
C -1.82 -18.67 -10.27
O -1.37 -19.89 -9.73
C -1.33 -19.89 -8.33
N -1.98 -19.81 -12.40
H -2.10 -16.57 -11.80
H -3.34 -17.68 -12.38
H -1.93 -17.15 -13.46
H -0.44 -18.50 -11.96
H -2.92 -18.78 -10.18
H -1.50 -17.80 -9.69
H -0.61 -19.19 -7.89
H -1.10 -20.90 -8.00
H -2.30 -19.70 -7.86
H -2.19 -19.62 -13.40
H -2.94 -20.01 -12.08
C -7.69 -17.89 -14.17
C -6.20 -18.13 -14.36
O -5.86 -17.85 -15.71
H -7.92 -16.84 -14.01
H -8.03 -18.47 -13.30
H -8.33 -18.22 -14.98
H -5.85 -19.13 -14.07
H -5.64 -17.44 -13.70
H -5.28 -18.58 -16.01
C -1.65 -16.21 -18.12
C -1.91 -16.99 -16.84
O -1.14 -18.21 -16.88
H -0.67 -15.74 -18.04
H -2.38 -15.40 -18.15
H -1.64 -16.86 -19.00
H -2.95 -17.30 -16.74
H -1.56 -16.37 -16.01
H -1.50 -18.82 -16.20
C -5.75 -20.00 -9.93
C -5.60 -20.25 -11.42
O -4.62 -21.29 -11.67
H -4.76 -19.87 -9.50
H -6.34 -20.72 -9.36
H -6.35 -19.10 -9.80
H -5.27 -19.35 -11.94
H -6.52 -20.56 -11.92
H -4.52 -21.42 -12.63
*
```

Here are the Löwdin charges for atoms 1 to 2, given in e:
1 In 1.3008
2 Na 0.4304

=====

> Which formula does entry 2 have?

C30H84F3N9O12S

=====

> Among the records above, which one has the lowest E_HOMO?

C30H84InN6NaO13P